C3H9N3O3 | ωB97M-V/def2-TZVPD

energy relative to the best compared isomer or geometry (same formula, charge and spin)	445.0	kJ/mol
max |F|	6.1	eV/Å
E_tot	-509.582377	Eh

The geometry in XYZ format:
```
18
Properties=species:S:1:pos:R:3:forces:R:3
H 1.831 1.556 -1.148 0.0 0.1 0.0
H -0.009 1.581 0.393 -0.3 -0.4 -0.3
H -2.419 1.268 -0.005 0.3 0.2 -0.3
H 2.228 -0.946 1.524 0.3 -0.1 -0.2
N 1.155 1.346 -1.866 1.1 -0.6 0.1
C 1.440 -0.329 1.040 3.7 -4.1 2.5
H -1.414 -1.714 0.624 0.1 0.7 0.6
H -2.039 -0.097 -0.778 0.3 0.2 0.2
C -0.596 -1.636 1.347 -0.9 -1.2 0.0
N -0.447 0.921 -0.237 0.0 -1.1 -2.5
O 1.725 0.833 1.144 -2.4 0.5 -1.3
H -0.723 -0.946 2.186 -0.3 0.3 -0.6
H 1.551 1.174 -2.776 0.0 -0.2 0.0
O 0.616 -1.450 0.621 0.3 3.1 0.0
O -0.631 0.030 -2.364 0.6 -1.2 0.4
H -0.582 -2.626 1.803 0.6 -0.2 0.1
N -1.771 0.482 0.025 -0.6 0.3 0.2
C 0.087 0.550 -1.533 -2.7 4.0 1.2
```
Positions in Å, forces in eV/Å.


C28H20ClCoN5O12S | ωB97M-V/def2-TZVPD

charge	-1
energy relative to the best compared isomer or geometry (same formula, charge and spin)	0.0	kJ/mol
max |F|	0.6	eV/Å
E_tot	-4497.048707	Eh

The geometry in XYZ format:
```
68
Properties=species:S:1:pos:R:3:forces:R:3
C 3.625 1.288 0.957 0.0 0.0 -0.1
C -1.815 2.497 4.004 0.0 0.0 0.0
C 5.118 1.393 0.929 -0.1 -0.1 0.1
H -1.894 3.659 -3.302 0.0 0.0 0.0
Cl 3.268 2.209 3.560 -0.1 0.0 0.0
C 2.835 0.425 -1.440 0.0 -0.1 0.0
O -0.863 0.631 -2.640 -0.1 -0.1 -0.2
C 0.188 -1.885 -1.961 0.0 0.0 0.1
O -3.200 -8.189 2.246 0.0 0.0 0.0
O -2.159 -6.196 3.205 0.0 0.0 0.0
H 0.707 2.641 -3.364 0.0 0.0 0.0
O 1.743 0.480 -2.099 0.0 0.0 -0.1
C 0.138 3.208 -2.633 0.0 0.1 -0.1
O -0.847 -8.241 2.929 0.0 0.0 0.0
C 0.389 1.794 2.507 0.0 0.0 -0.1
N -1.227 -5.650 0.606 0.0 0.0 0.1
C 2.696 0.848 -0.002 -0.1 0.0 0.0
H -0.904 -0.928 0.950 -0.1 0.1 0.0
C -1.636 1.552 -3.159 0.1 -0.2 0.1
O 5.706 1.945 1.824 0.0 0.0 -0.1
C -1.596 1.168 3.676 0.0 0.0 0.0
C -0.571 -3.816 -0.756 0.0 0.0 0.0
H 0.230 -3.842 -2.764 0.0 0.0 0.0
O -3.396 1.948 0.069 0.0 0.1 0.0
Co 0.145 0.793 -1.103 0.3 0.4 0.3
C 0.193 3.125 2.843 -0.1 0.0 0.0
N -0.098 -1.084 -0.926 -0.1 -0.4 -0.1
C -0.927 -7.516 -1.301 0.0 0.0 -0.1
C -1.761 3.205 -1.148 -0.1 -0.1 0.0
C -0.033 -3.245 -1.903 0.0 0.0 0.0
H 0.868 5.366 -0.480 0.0 0.0 0.0
N 1.528 1.454 1.698 0.1 -0.1 0.0
O -1.351 1.090 -0.066 -0.4 0.1 0.1
H -0.282 -0.219 2.700 0.0 -0.2 0.0
O 3.923 0.075 -1.885 0.2 0.2 0.1
H 1.522 4.867 -2.667 0.0 0.0 0.0
C -1.462 -6.937 0.820 0.0 0.0 -0.1
C -0.916 3.473 3.598 0.0 0.0 0.0
O 5.748 0.840 -0.091 -0.1 -0.1 -0.4
C 2.824 1.660 2.022 0.0 -0.1 0.1
H 5.130 0.480 -0.793 0.0 0.0 0.2
H -1.080 4.510 3.859 0.0 0.0 0.0
O -2.439 1.326 -4.035 0.0 0.1 0.0
C -0.653 -6.192 -1.627 0.0 -0.1 0.0
H -0.333 -5.918 -2.622 0.0 0.0 0.0
N 1.451 0.937 0.448 0.2 0.1 0.0
C 0.030 4.994 -1.068 0.0 0.0 0.0
C -2.262 1.992 -0.349 0.1 -0.1 -0.1
H -2.519 3.978 -1.058 0.0 0.0 0.0
N -1.325 -7.897 -0.102 0.0 0.0 0.1
C -0.412 3.621 -0.569 0.0 0.1 0.0
C -1.377 2.960 -2.649 -0.1 0.1 0.0
C -0.884 -2.967 0.301 0.0 0.0 -0.1
H -2.688 2.773 4.581 0.0 0.0 0.0
H -0.304 3.451 0.496 0.0 0.0 0.0
C -0.640 -1.619 0.171 0.0 0.0 0.1
H -1.316 -3.376 1.204 0.0 0.0 0.0
H 0.889 3.881 2.503 0.1 0.0 0.0
H 0.605 -1.415 -2.835 0.0 0.1 0.0
C 0.457 4.691 -2.524 0.0 0.0 0.0
H -2.293 0.404 3.991 0.0 0.0 0.0
H -0.784 5.713 -0.997 0.0 0.0 0.0
C -0.482 0.812 2.935 0.1 0.0 0.0
O 0.489 2.728 -1.296 0.1 0.1 -0.1
H -0.819 -8.298 -2.047 0.0 0.0 0.0
S -1.982 -7.447 2.498 0.0 0.0 -0.1
C -0.823 -5.277 -0.605 0.0 0.1 0.0
H -0.092 5.269 -3.265 0.0 0.0 0.0
```
Positions in Å, forces in eV/Å.


C6H12O | ωB97M-V/def2-TZVPD

energy relative to the best compared isomer or geometry (same formula, charge and spin)	108.3	kJ/mol
max |F|	0.8	eV/Å
E_tot	-311.018039	Eh

The geometry in XYZ format:
```
19
Properties=species:S:1:pos:R:3:forces:R:3
H -0.017 -1.015 -1.939 -0.1 0.0 0.1
H 2.107 -0.472 -1.364 0.0 0.1 0.1
H -2.296 -0.953 0.992 0.1 0.2 0.0
H -1.993 1.088 -0.533 0.2 0.0 0.3
H -0.512 2.673 0.294 0.0 -0.1 0.1
O -0.792 2.016 0.942 0.0 0.4 -0.1
H 1.617 1.195 -1.036 0.1 -0.1 0.0
C -1.266 0.892 0.263 0.0 -0.5 -0.7
C -0.346 -0.319 0.106 0.1 0.0 0.2
C 1.102 -0.173 0.555 0.0 0.0 0.1
C -0.606 -1.267 -1.050 -0.1 0.1 0.0
H 1.485 -1.112 0.980 -0.2 0.0 -0.1
H 3.032 0.507 -0.219 -0.2 0.0 0.0
C -1.449 -0.289 1.138 -0.1 -0.2 0.3
H -1.665 -1.221 -1.322 0.1 -0.1 -0.1
H 1.141 0.561 1.366 0.0 -0.1 -0.1
C 2.021 0.285 -0.577 0.0 0.0 -0.1
H -0.379 -2.306 -0.767 0.0 0.3 0.0
H -1.185 -0.091 2.170 0.1 -0.2 0.0
```
Positions in Å, forces in eV/Å.


C27H32IrN6OS | ωB97M-V/def2-TZVPD

charge	+4
energy relative to the best compared isomer or geometry (same formula, charge and spin)	0.0	kJ/mol
max |F|	4.6	eV/Å
spin multiplicity	6
E_tot	-1952.623654	Eh
⟨S²⟩	8.81

The geometry in XYZ format:
```
68
Properties=species:S:1:pos:R:3:forces:R:3
C 2.085 1.419 -0.058 0.6 -2.7 0.7
H 2.219 4.557 1.236 0.0 -0.1 0.0
C 2.481 -2.679 -1.001 0.5 -0.6 0.0
C -1.762 -5.242 0.053 1.3 -1.2 -0.5
C -0.387 -5.647 -0.598 -1.3 -1.2 0.8
H 0.420 2.007 5.071 -0.1 0.1 -0.1
H -2.835 4.428 -1.975 -0.2 -0.2 -0.1
H 1.827 -1.412 2.865 0.0 -0.1 0.0
H 2.083 -5.882 -2.004 0.2 0.4 0.3
H -3.501 2.894 -2.656 0.3 0.3 1.0
N -0.295 -6.949 -0.587 0.1 -0.3 0.0
H -4.014 3.550 -1.013 0.3 -0.3 -0.6
C -1.003 0.612 -3.639 0.1 -0.1 -0.9
C 1.984 2.738 2.402 0.2 2.9 -1.6
C -3.304 -3.406 0.711 -0.6 1.1 -0.2
N -1.197 -1.657 0.021 -3.2 -2.2 2.5
H -4.175 -4.053 0.898 0.6 0.2 -0.1
H 2.340 0.907 -1.013 -0.2 0.4 0.6
H 0.129 2.981 -4.050 -0.7 0.4 -0.1
C 1.255 1.334 4.925 1.0 -0.4 -0.1
C 1.915 0.673 1.122 0.2 1.9 -1.8
C 1.687 1.390 2.339 -0.4 -1.9 1.6
H -0.551 0.758 -4.637 -0.3 0.1 0.6
H 1.205 0.517 5.665 0.0 0.7 0.0
C 1.263 0.616 3.582 -0.4 -0.6 -0.9
N -2.128 2.720 -1.011 1.6 -2.0 0.6
C -1.324 1.777 -1.573 -1.0 3.3 -0.9
C -3.173 3.415 -1.721 -1.0 0.8 -0.4
C -2.056 2.886 0.448 -0.4 -0.6 0.5
H 3.081 -1.825 -0.809 1.2 0.3 -0.5
H 2.446 2.902 -2.143 0.2 0.1 -0.2
N -1.181 1.872 -2.937 0.2 -1.8 1.9
H 2.029 -0.411 1.115 0.4 0.0 0.4
Ir 0.427 -0.629 -0.309 1.4 4.0 -1.3
H -4.332 -1.518 1.086 -0.2 -0.3 0.5
C 2.107 2.814 -0.050 0.8 2.0 -0.4
C 2.363 3.594 -1.312 -0.2 -1.0 0.7
H -2.687 2.128 0.986 0.2 0.7 -0.5
C 0.666 -4.689 -0.942 -1.4 1.8 0.6
H -1.031 2.685 0.812 -0.5 0.6 -0.3
C 2.108 3.476 1.199 -0.3 -0.7 1.9
H 2.209 1.875 5.039 -0.4 -0.2 0.4
C -3.404 -2.022 0.863 0.2 0.6 -0.3
H -0.893 3.980 -2.943 0.0 -0.9 -0.7
C -1.038 -3.000 -0.103 -1.3 1.4 0.4
H -1.956 0.118 -3.758 -0.4 -0.1 -0.3
H 3.174 -0.379 3.344 0.8 0.0 -0.2
H -0.392 -0.090 -3.094 0.6 -0.1 0.3
O -0.694 0.992 -0.767 -0.2 0.0 -0.7
C 0.290 -3.367 -0.545 2.2 -2.3 -1.0
S -1.629 -7.630 0.115 0.5 1.5 -0.5
H -1.624 3.309 -4.440 0.2 -0.1 0.0
N 1.246 -2.402 -0.588 -0.8 -2.1 -0.3
H 2.212 -1.116 4.580 -0.3 0.2 -0.6
H -2.416 -0.073 0.818 0.4 -0.9 -0.4
C 2.898 -3.908 -1.537 -0.4 0.8 0.1
H -2.439 3.881 0.719 0.4 -0.4 -0.1
N -2.465 -6.283 0.462 0.5 -0.1 -0.4
H 1.497 4.220 -1.489 -0.2 0.5 -0.1
H 3.254 4.232 -1.213 -0.3 -0.1 -0.1
C -0.898 3.109 -3.648 0.6 1.0 0.5
C 2.168 -0.659 3.570 -0.3 -0.1 1.2
H 0.227 0.240 3.426 0.3 0.2 -0.2
C -2.084 -3.879 0.221 0.5 0.0 0.0
C -2.321 -1.160 0.604 -0.7 -1.1 -0.6
C 1.919 -4.893 -1.553 0.0 -1.3 0.0
H 3.926 -4.023 -1.934 -0.8 -0.1 0.3
H 2.049 3.275 3.355 -0.2 -0.3 -0.3
```
Positions in Å, forces in eV/Å.